Formula: C11H27BrN2O10P2
Source: the Open Molecules 2025 dataset
Level of theory: ωB97M-V/def2-TZVPD

Output
Max |F| = 0.97 eV/Å
Gap between HOMO and LUMO = 8.8282 eV
Calculated total energy = -4553.77666 hartree

Element x y z (Å)
N -4.95403 -0.95223 2.29361
P -4.62287 0.40502 1.33929
O -4.33657 -0.17593 -0.18119
C -2.85859 0.90416 1.84340
O -2.66997 2.08254 1.94986
O -1.80300 -0.02225 1.96935
C -1.34239 -0.33620 3.23541
Br -0.48860 1.16347 4.18184
C -0.24923 -1.43263 3.03321
O -0.02429 -1.66663 1.67048
N -0.82194 -2.76078 1.22372
O -1.14713 -2.60324 0.12509
P -2.60015 -1.08723 4.37123
O -2.97779 -2.42076 3.87007
H -5.94398 -1.13194 2.26787
H -4.43684 -1.78730 2.04371
H -3.52391 -0.69098 -0.21268
H 0.68085 -1.08103 3.43982
H -0.49906 -2.34186 3.56205
H -3.68960 -0.21636 4.54908
H -1.90286 -1.22230 5.58576
C -1.23083 -1.80219 -5.30298
O -0.36107 -2.82762 -4.85650
C 1.01021 -2.47116 -4.92329
C 1.54580 -2.00937 -3.58462
O 0.92741 -0.81303 -3.14503
C -0.11749 -1.03433 -2.21005
H -2.22934 -2.02934 -4.93255
H -0.93134 -0.82142 -4.92861
H -1.25918 -1.77816 -6.39785
H 1.17029 -1.70150 -5.68417
H 1.55873 -3.36733 -5.22909
H 2.61406 -1.79775 -3.69379
H 1.43549 -2.79903 -2.83474
H 0.30019 -1.21444 -1.22020
H -0.75181 -1.87547 -2.49558
H -0.72525 -0.12907 -2.17637
C 1.14874 2.23369 1.04711
O 2.39642 1.78930 1.55505
C 3.34212 1.49628 0.53872
C 4.31309 2.63671 0.31811
O 3.66989 3.80078 -0.17215
C 3.38634 4.75412 0.83671
H 0.61129 2.72093 1.85732
H 1.26777 2.94443 0.22712
H 0.55802 1.37735 0.70033
H 2.83427 1.23946 -0.39577
H 3.90533 0.61781 0.86911
H 5.04150 2.32971 -0.43859
H 4.86042 2.85784 1.23970
H 4.28956 5.32156 1.08717
H 2.99330 4.28544 1.74095
H 2.63801 5.44025 0.44354



Formula: C45H67BN10O
Source: the Open Molecules 2025 dataset
Level of theory: ωB97M-V/def2-TZVPD

Output
Max |F| = 16.52 eV/Å
Gap between HOMO and LUMO = 2.9256 eV
Calculated total energy = -2401.32506 hartree

Element x y z (Å)
C -4.88540 1.09344 0.56805
C -4.41640 2.50444 0.29405
C -2.89640 2.63244 0.76305
C -2.00840 3.63244 0.02105
C -2.15440 3.18044 -1.30795
C -3.47340 3.40144 -2.03595
N -4.55540 2.74444 -1.15795
O -5.62640 2.38544 -1.70795
C -3.40540 2.68544 -3.48895
C -3.89240 4.83644 -2.27595
C -5.30140 3.54644 1.00905
H -5.78740 1.12644 0.53705
H -4.67840 0.69644 1.53205
H -4.31640 0.37944 -0.01495
H -2.43040 1.51644 0.61305
H -2.79740 2.73444 1.83905
H -0.92040 3.73944 0.30305
H -2.47840 4.32044 0.32405
H -1.89440 1.97844 -1.44895
H -1.40040 3.77644 -1.67395
H -2.60440 2.91744 -4.11495
H -4.39540 2.83344 -3.96995
H -3.18540 1.65344 -3.31995
H -4.84740 5.06544 -2.73495
H -3.14540 5.28644 -2.98495
H -3.95540 5.52944 -1.49995
H -5.05440 3.76344 2.06705
H -6.48540 3.36144 1.12105
H -5.11740 4.58544 0.60405
B 0.40860 -0.47156 0.09805
H 1.48260 -0.41756 -0.60895
H -0.45440 -0.91556 -0.63295
H 0.52760 -1.24556 1.04405
H 0.17060 0.56244 0.40005
N 1.12560 1.85744 -2.52595
C 1.64060 3.13744 -2.26695
C 1.30160 3.97344 -3.48495
C 0.59060 3.11744 -4.50795
C 0.49060 1.77844 -3.79495
H 1.20060 0.98644 -1.85795
H 2.40460 3.37444 -1.46895
H 1.48960 5.02344 -3.77895
H 0.17460 3.21144 -5.54595
H -0.04040 0.85844 -4.22095
N 6.32260 -1.85756 1.97405
C 6.15060 -1.72556 3.36805
C 4.55760 -1.65356 3.57805
C 3.93660 -1.78956 2.29605
C 5.06560 -1.92856 1.21105
H 7.46260 -1.78556 1.69105
H 7.02060 -1.65756 4.07905
H 4.12060 -1.44056 4.48005
H 2.75760 -1.66456 2.04905
H 5.08960 -1.81956 0.17505
N 5.30960 1.47844 -1.14795
C 6.35960 2.34444 -1.40895
C 6.57760 2.25244 -2.96195
C 5.36860 1.41144 -3.55395
C 4.60560 0.99244 -2.25995
H 4.91060 1.32944 -0.19495
H 6.85960 2.83944 -0.59395
H 7.29860 3.00744 -3.47195
H 5.01060 1.23344 -4.64695
H 3.77360 0.36244 -2.24295
N 1.10860 -3.25656 -0.15695
C 0.12560 -4.06956 -0.69895
C 0.64560 -5.42356 -0.47295
C 1.93660 -5.22256 0.37705
C 2.14160 -3.72956 0.47405
H 1.11560 -2.21356 -0.21095
H -0.81640 -3.57056 -1.13995
H 0.08260 -6.15056 -0.75295
H 2.50660 -6.02756 0.96805
H 2.83260 -2.97456 0.97805
N -0.64940 -3.75456 2.40705
C -1.19440 -4.99356 2.81505
C -2.12440 -4.75556 3.93805
C -2.10140 -3.26656 4.25405
C -1.17140 -2.71156 3.19105
H 0.02260 -3.57256 1.88205
H -0.72140 -5.93956 2.36905
H -2.63940 -5.64056 4.40405
H -2.59240 -2.79956 5.05305
H -0.78540 -1.78456 3.11205
N 4.81760 1.07544 1.82905
C 6.03960 1.78444 2.11705
C 5.61860 3.27544 1.86205
C 4.16960 3.41544 1.63805
C 3.70360 1.86344 1.52605
H 4.72360 0.11544 1.96705
H 6.79960 1.29144 2.21805
H 6.16560 4.17144 1.63605
H 3.55460 4.31744 1.32405
H 2.65560 1.54544 1.35505
N -3.38440 -3.77156 1.35205
C -4.51740 -4.39956 1.55305
C -5.51640 -3.71756 0.53905
C -4.71240 -2.69656 -0.34195
C -3.35440 -2.73756 0.30505
H -2.37540 -3.88756 1.95505
H -4.75040 -5.21056 2.12305
H -6.38440 -4.03156 0.31105
H -4.97040 -2.17756 -1.08595
H -2.45740 -2.30256 0.04405
N -0.07840 -2.98156 -5.13195
C -0.71040 -3.64456 -6.11095
C -2.20440 -3.87256 -5.59195
C -2.31540 -3.22356 -4.26395
C -0.93540 -2.69756 -4.02395
H 1.05060 -2.69356 -5.15295
H -0.21740 -4.16256 -6.83295
H -2.99840 -4.49556 -6.06795
H -3.06840 -3.13056 -3.54895
H -0.38840 -2.21656 -3.27095
N -0.13140 1.30544 3.42405
C 0.71160 1.85344 4.39305
C -0.15740 1.90044 5.70005
C -1.46940 1.37444 5.46505
C -1.45040 1.04044 3.92605
H 0.08660 1.08044 2.46605
H 1.86560 1.92944 4.26905
H 0.27160 2.07844 6.61305
H -2.11340 1.24144 6.21405
H -2.25540 0.58244 3.38605



Formula: C27H22N2O3
Source: the Open Molecules 2025 dataset
Level of theory: ωB97M-V/def2-TZVPD

Output
Max |F| = 4.28 eV/Å
Gap between HOMO and LUMO = 6.0522 eV
Calculated total energy = -1377.10449 hartree

Element x y z (Å)
C 6.39441 -1.55158 3.04958
O 5.54351 -0.55181 2.46213
C 4.23894 -0.84681 2.22533
C 3.43924 0.21831 1.73410
C 2.09349 0.04047 1.51412
C 1.50959 -1.20385 1.78556
N 0.12459 -1.30869 1.71141
C -0.80373 -0.40353 1.13996
N -1.98222 -0.81979 1.65953
C -3.28480 -0.23868 1.47795
C -1.86810 -2.04372 2.30343
C -0.54725 -2.32407 2.36542
C 2.29311 -2.28534 2.23794
C 3.66304 -2.12816 2.41394
H 7.36026 -1.05732 3.14484
H 6.02503 -1.85106 4.03903
H 6.48867 -2.43552 2.40447
H 3.85972 1.18981 1.52562
H 1.47170 0.87122 1.18014
H -3.31963 0.80101 1.85135
H -3.55039 -0.27765 0.40880
H -3.98642 -0.86127 2.04891
H -2.67779 -2.66778 2.62127
H -0.06006 -3.14939 2.83851
H 1.86175 -3.26283 2.45735
H 4.28045 -2.98520 2.68587
C -0.36135 -0.77789 -5.97767
C -0.71110 0.34215 -5.19976
C -0.61498 0.27966 -3.79856
C -0.13801 -0.88948 -3.20392
C 0.22206 -2.00611 -3.96007
C 0.10195 -1.96112 -5.35478
C -0.16970 -0.78877 -1.72938
O 0.23271 -1.66484 -0.95849
C -0.80139 0.50524 -1.40468
C -1.23516 0.79587 -0.12141
C -1.98122 2.11372 0.04669
C -3.10264 2.38948 -0.75713
C -3.94151 3.46204 -0.46267
C -3.59566 4.39440 0.51563
C -2.38310 4.22979 1.19032
C -1.56614 3.12359 0.93945
C -0.98234 1.23884 -2.70856
O -1.35613 2.37946 -2.96775
H -0.45101 -0.76381 -7.07435
H -1.06824 1.24418 -5.69118
H 0.57825 -2.90405 -3.45718
H 0.35293 -2.83684 -5.96931
H -0.36858 0.74478 1.15659
H -3.39138 1.70858 -1.55056
H -4.89071 3.57032 -0.97488
H -4.24619 5.24321 0.76262
H -2.07901 4.93836 1.95383
H -0.61944 3.02245 1.47059



> The lowest calculated total energy belongs to which entry?

C11H27BrN2O10P2



> What is the formula in the first record?

C11H27BrN2O10P2